Here is C6H14NS2 as an isolated structure at a distorted geometry from the Open Molecules 2025 dataset. Energies are from ωB97M-V/def2-TZVPD.

Results
- highest occupied orbital energy (eV) = -12.442
- relative energy (zero: lowest compared OMol25 entry of this formula, charge and spin) (kJ/mol) = 163.36
- LUMO (eV) = -4.709
- max |F| (eV/A) = 4.46

ORCA input file:
```
! wB97M-V def2-TZVPD RIJCOSX def2/J DEFGRID3
* xyz 1 1
C 1.10 0.65 0.84
C 1.13 2.10 0.75
C -1.96 -1.43 0.81
C 0.84 -0.65 -2.16
C -1.32 -0.02 0.86
C -0.21 0.16 -1.35
N 0.01 -0.13 0.17
S 1.58 -0.18 2.32
S 3.02 -0.56 0.82
H 2.04 2.43 1.17
H 0.22 2.50 1.16
H 1.02 2.42 -0.38
H -2.95 -1.41 0.58
H -1.46 -2.14 0.17
H -1.83 -1.98 1.72
H 0.73 -1.71 -1.93
H 0.39 -0.64 -3.16
H 1.76 -0.19 -1.95
H -1.09 0.10 1.87
H -2.00 0.83 0.56
H -1.26 -0.21 -1.49
H 0.00 1.24 -1.47
H 0.26 -1.18 0.10
*
```

Löwdin population analysis, charges in e, atoms 1 to 4: number 1, C, carries -0.828; number 2, C, carries -0.086; number 3, C, carries -0.023; number 4, C, carries -0.046